No. 1
{
  "formula": "C18H31BrF2N7O5",
  "method": "ωB97M-V/def2-TZVPD",
  "species": ["C", "C", "C", "N", "C", "O", "C", "C", "N", "C", "N", "N", "C", "O", "F", "C", "O", "F", "N", "C", "Br", "C", "C", "H", "H", "H", "H", "H", "H", "H", "H", "H", "H", "H", "H", "H", "H", "H", "H", "H", "C", "C", "O", "N", "C", "H", "H", "H", "H", "H", "H", "H", "C", "C", "O", "N", "C", "H", "H", "H", "H", "H", "H", "H"],
  "coordinates": [[1.78, 3.38, 4.42], [0.72, 2.82, 3.53], [1.04, 1.51, 2.55], [0.64, 1.80, 1.08], [-0.65, 1.17, 0.63], [-1.78, 2.14, 0.50], [-3.02, 1.54, 1.05], [1.51, 2.58, 0.40], [2.80, 3.08, 1.04], [3.50, 3.87, -0.04], [2.54, 3.77, -1.22], [3.02, 4.42, -2.34], [3.36, 5.87, -2.04], [4.59, 6.35, -1.79], [2.25, 6.89, -1.98], [4.21, 3.72, -2.96], [4.91, 4.28, -3.99], [4.70, 2.35, -2.55], [1.34, 3.05, -1.01], [0.32, 2.92, -2.09], [-0.33, 4.72, -2.80], [0.96, 2.16, -3.43], [-0.38, 1.57, -4.25], [2.61, 2.64, 4.80], [1.73, 4.53, 4.65], [-0.36, 3.27, 3.48], [0.33, 0.64, 2.97], [2.13, 1.10, 2.65], [-1.05, 0.30, 1.32], [-0.44, 0.68, -0.43], [-2.90, 1.19, 2.17], [-3.87, 2.37, 1.07], [-3.44, 0.65, 0.40], [4.55, 4.41, 0.03], [-0.66, 2.35, -1.85], [1.59, 2.92, -4.10], [1.58, 1.19, -3.13], [-0.09, 1.05, -5.25], [-0.89, 0.82, -3.48], [-1.18, 2.40, -4.46], [-1.75, -3.48, 3.17], [-0.97, -2.25, 2.81], [-1.45, -1.12, 2.89], [0.31, -2.41, 2.37], [1.05, -3.64, 2.21], [-2.76, -3.18, 3.50], [-1.85, -4.13, 2.31], [-1.26, -4.00, 4.00], [0.77, -1.53, 2.15], [1.94, -3.58, 2.84], [1.36, -3.71, 1.16], [0.47, -4.52, 2.48], [-2.58, -4.39, -1.41], [-2.26, -5.49, -0.43], [-1.67, -5.27, 0.62], [-2.66, -6.75, -0.74], [-3.36, -7.21, -1.91], [-2.20, -3.44, -1.02], [-2.09, -4.59, -2.37], [-3.66, -4.30, -1.54], [-2.41, -7.44, -0.03], [-4.30, -7.68, -1.59], [-2.74, -7.96, -2.41], [-3.58, -6.40, -2.61]],
  "mulliken_charge": [-0.591, -0.307, -0.552, 0.406, -0.219, -0.326, -0.608, 0.414, -0.396, 0.001, 0.299, -0.200, 0.542, -0.389, -0.201, 0.560, -0.425, -0.214, 0.232, -0.601, -0.024, -0.127, -0.958, 0.242, 0.246, 0.290, 0.193, 0.439, -0.090, 0.356, 0.264, 0.249, 0.267, 0.357, 0.468, 0.284, 0.263, 0.340, 0.248, 0.273, -1.225, 0.984, -0.708, -0.019, -0.941, 0.319, 0.204, 0.399, 0.106, 0.315, 0.281, 0.360, -1.159, 0.731, -0.687, -0.180, -0.857, 0.166, 0.373, 0.371, 0.247, 0.288, 0.286, 0.337],
  "multiplicity": 1,
  "gap_ha": 0.2576,
  "e_homo_ev": -11.596,
  "total_charge": 1
}

=====

No. 2
{
  "formula": "C18H31Cl2N2O4Pd",
  "method": "ωB97M-V/def2-TZVPD",
  "species": ["O", "C", "C", "C", "H", "C", "H", "C", "H", "C", "H", "C", "H", "H", "C", "C", "H", "H", "H", "C", "C", "H", "H", "H", "H", "Pd", "Cl", "Cl", "H", "H", "C", "C", "N", "H", "C", "O", "H", "H", "H", "H", "H", "H", "C", "C", "N", "H", "C", "O", "H", "H", "H", "H", "C", "O", "H", "H", "H", "H"],
  "coordinates": [[-0.99, 0.90, -2.62], [-0.21, 1.88, -2.50], [1.25, 1.76, -2.67], [1.93, 0.54, -2.43], [1.47, -0.24, -1.81], [3.21, 0.36, -2.92], [3.72, -0.61, -2.77], [3.87, 1.40, -3.59], [4.85, 1.24, -4.02], [3.26, 2.66, -3.66], [3.81, 3.52, -4.05], [1.96, 2.84, -3.22], [1.43, 3.79, -3.26], [-0.60, 2.87, -2.21], [0.22, 2.21, 2.37], [1.25, 1.13, 2.23], [0.66, 3.20, 2.27], [-0.32, 2.11, 3.31], [-0.49, 2.03, 1.57], [2.58, 1.16, 2.03], [3.57, 2.20, 2.46], [2.96, 0.29, 1.48], [4.02, 2.77, 1.62], [4.41, 1.72, 2.99], [3.08, 2.91, 3.13], [0.33, -0.53, 2.04], [1.83, -1.58, 0.46], [1.02, -0.82, 4.35], [-0.40, -2.70, -4.17], [0.11, -4.38, -2.43], [0.07, -2.01, -3.45], [0.23, -3.65, -1.63], [-0.29, -2.38, -2.09], [-0.24, -0.98, -3.66], [-1.17, -1.69, -1.33], [-1.46, -1.95, -0.16], [-0.32, -3.95, -0.73], [-1.63, -0.83, -1.86], [1.16, -2.10, -3.57], [1.29, -3.53, -1.39], [-5.17, 0.26, 3.48], [-5.86, 0.39, 0.79], [-4.43, 1.00, 3.14], [-4.94, 1.01, 0.71], [-4.01, 0.70, 1.79], [-3.55, 0.96, 3.80], [-2.81, 0.15, 1.56], [-1.98, -0.04, 2.48], [-4.46, 0.81, -0.26], [-2.61, -0.12, 0.51], [-4.90, 1.99, 3.17], [-5.25, 2.06, 0.75], [-0.26, -3.73, 2.06], [-0.51, -2.44, 2.60], [-1.09, -3.98, 1.38], [-0.26, -4.45, 2.88], [0.69, -3.73, 1.53], [-0.05, -2.39, 3.49]],
  "lowdin_spin": [0.001, 0.001, 0.000, 0.001, 0.001, 0.001, 0.001, 0.000, 0.000, 0.000, 0.000, 0.000, 0.000, 0.000, 0.057, 0.201, 0.013, 0.001, 0.012, 0.020, 0.006, 0.006, 0.000, 0.000, 0.001, 1.241, 0.154, 0.189, 0.000, 0.000, 0.000, 0.003, 0.001, 0.000, 0.002, 0.008, 0.000, 0.000, 0.000, 0.004, 0.000, 0.000, 0.001, 0.001, 0.003, 0.000, 0.010, 0.046, 0.000, 0.001, 0.000, 0.000, 0.001, 0.011, 0.000, 0.001, 0.000, 0.000],
  "multiplicity": 3,
  "gap_ha": [0.1391, 0.2132],
  "e_homo_ev": [-1.615, -3.631],
  "total_charge": -1
}

=====

No. 3
{
  "formula": "C18H31ClN2OPS2",
  "method": "ωB97M-V/def2-TZVPD",
  "species": ["C", "C", "C", "C", "C", "C", "C", "N", "C", "C", "P", "O", "Cl", "C", "C", "C", "C", "S", "C", "S", "N", "C", "C", "C", "C", "H", "H", "H", "H", "H", "H", "H", "H", "H", "H", "H", "H", "H", "H", "H", "H", "H", "H", "H", "H", "H", "H", "H", "H", "H", "H", "H", "H", "H", "H", "H"],
  "coordinates": [[-4.09, 2.83, 5.42], [-3.38, 2.97, 4.04], [-3.66, 1.68, 3.20], [-2.38, 1.16, 2.49], [-2.68, 0.01, 1.48], [-2.67, 0.51, 0.03], [-3.14, 1.77, -0.24], [-3.16, 2.30, -1.48], [-2.69, 1.58, -2.51], [-2.17, 0.32, -2.36], [-1.55, -0.42, -3.96], [-1.27, -2.03, -3.71], [0.34, 0.44, -4.18], [-2.17, -0.27, -1.06], [-1.65, -1.67, -0.85], [-0.09, -1.79, -0.96], [0.59, -2.03, 0.43], [2.10, -1.02, 0.57], [3.40, -2.08, -0.15], [3.52, -3.63, 0.34], [4.23, -1.40, -1.08], [4.84, -2.31, -2.07], [4.87, -1.54, -3.45], [5.24, -0.64, -0.27], [5.27, 0.84, -0.77], [-3.41, 2.34, 6.14], [-4.29, 3.83, 5.83], [-5.05, 2.30, 5.33], [-2.30, 3.16, 4.18], [-3.82, 3.85, 3.54], [-3.98, 0.89, 3.89], [-4.42, 1.91, 2.44], [-1.70, 0.77, 3.27], [-1.84, 2.00, 2.02], [-3.66, -0.46, 1.67], [-1.92, -0.77, 1.61], [-3.51, 2.39, 0.58], [-3.53, 3.23, -1.63], [-2.71, 2.06, -3.49], [-0.34, -2.18, -3.95], [-1.92, -2.02, 0.16], [-2.13, -2.39, -1.52], [0.10, -2.72, -1.53], [0.38, -0.97, -1.52], [-0.05, -1.75, 1.27], [0.84, -3.09, 0.53], [5.90, -2.51, -1.84], [4.28, -3.22, -2.25], [4.25, -2.11, -4.17], [5.88, -1.45, -3.87], [4.37, -0.56, -3.36], [6.24, -1.08, -0.30], [4.86, -0.62, 0.76], [6.12, 0.98, -1.46], [5.40, 1.56, 0.04], [4.33, 1.06, -1.29]],
  "mulliken_charge": [-1.264, -0.487, -0.447, -1.755, 0.185, -0.058, -0.580, 0.076, -0.518, 0.803, 0.072, -0.407, -0.200, 0.501, -1.480, -0.416, -0.642, -0.134, -0.151, -0.214, 0.294, -0.547, -1.024, -0.557, -1.121, 0.301, 0.383, 0.359, 0.375, 0.309, 0.448, 0.321, 0.446, 0.499, 0.394, -0.166, 0.391, 0.330, 0.381, 0.294, 0.738, 0.503, 0.301, 0.425, 0.162, 0.504, 0.313, 0.477, 0.324, 0.258, 0.254, 0.421, 0.400, 0.304, 0.350, 0.274],
  "smiles": "CCCCCc1c[nH+]cc(P(O)Cl)c1CCCSC(=S)N(CC)CC",
  "multiplicity": 1,
  "gap_ha": 0.2325,
  "e_homo_ev": -10.562,
  "total_charge": 1
}

=====

No. 4
{
  "formula": "C18H31ClNO18",
  "method": "ωB97M-V/def2-TZVPD",
  "species": ["Cl", "O", "O", "O", "O", "C", "C", "O", "C", "O", "O", "H", "H", "H", "H", "C", "C", "O", "C", "O", "O", "H", "H", "H", "H", "C", "C", "O", "C", "O", "O", "H", "H", "H", "H", "C", "C", "O", "C", "O", "O", "H", "H", "H", "H", "C", "O", "C", "C", "N", "C", "C", "O", "C", "H", "H", "H", "H", "H", "H", "H", "H", "H", "H", "H", "H", "H", "H", "H"],
  "coordinates": [[20.98, 18.27, 11.04], [20.79, 16.92, 10.53], [19.76, 18.92, 11.36], [21.92, 18.17, 12.18], [21.68, 19.06, 10.02], [25.26, 21.46, 10.28], [25.20, 20.07, 11.01], [26.55, 19.73, 10.94], [27.02, 20.13, 9.71], [27.98, 19.72, 9.13], [26.28, 21.21, 9.33], [25.40, 22.34, 10.91], [24.29, 21.54, 9.78], [24.61, 19.30, 10.52], [25.00, 20.17, 12.08], [16.61, 18.26, 9.74], [17.88, 18.50, 8.82], [17.36, 18.29, 7.47], [16.10, 17.78, 7.56], [15.43, 17.33, 6.60], [15.71, 17.68, 8.82], [16.21, 19.13, 10.27], [17.01, 17.59, 10.49], [18.62, 17.73, 9.03], [18.34, 19.45, 9.08], [20.55, 15.04, 13.67], [19.21, 14.38, 13.91], [19.46, 13.02, 13.58], [20.68, 12.79, 13.19], [21.15, 11.71, 12.94], [21.31, 13.93, 13.12], [20.96, 15.49, 14.58], [20.45, 15.76, 12.86], [18.45, 14.67, 13.19], [18.77, 14.36, 14.90], [22.92, 17.54, 15.57], [24.31, 17.81, 16.01], [24.02, 18.80, 16.99], [22.77, 19.32, 16.74], [22.27, 20.29, 17.34], [22.17, 18.67, 15.81], [22.47, 16.74, 16.16], [22.73, 17.28, 14.53], [24.93, 18.25, 15.23], [24.88, 16.97, 16.40], [22.23, 21.95, 12.72], [23.66, 22.06, 13.00], [23.95, 21.54, 14.25], [25.41, 21.81, 14.60], [25.83, 23.20, 14.31], [27.23, 23.52, 14.61], [27.72, 24.73, 13.87], [27.65, 24.40, 12.50], [28.52, 25.17, 11.69], [22.04, 22.26, 11.69], [21.69, 22.55, 13.45], [21.81, 20.96, 12.86], [23.80, 20.46, 14.18], [23.29, 21.96, 15.01], [25.93, 21.09, 13.97], [25.70, 21.44, 15.58], [25.64, 23.56, 13.38], [27.88, 22.71, 14.30], [27.24, 23.57, 15.70], [28.75, 24.84, 14.21], [27.17, 25.62, 14.18], [29.57, 24.87, 11.70], [28.39, 26.18, 12.06], [28.19, 25.18, 10.65]],
  "mulliken_charge": [1.627, -0.677, -0.638, -0.539, -0.711, -0.068, 0.544, -0.353, 0.635, -0.561, -0.384, 0.176, 0.246, 0.167, -0.461, -0.139, -0.118, -0.351, 0.607, -0.608, -0.335, 0.276, 0.170, 0.127, 0.354, 0.614, -0.285, -0.374, 0.728, -0.602, -0.345, -0.113, -0.123, 0.202, 0.266, -0.300, -0.088, -0.364, 0.755, -0.641, -0.258, 0.342, 0.140, 0.171, 0.316, -0.810, -0.304, -0.490, -0.765, -0.338, -0.727, -0.621, -0.230, -0.824, 0.257, 0.375, 0.260, 0.089, 0.706, 0.231, 0.455, 0.288, 0.358, 0.395, 0.464, 0.337, 0.291, 0.346, 0.231],
  "multiplicity": 1,
  "gap_ha": 0.3307,
  "e_homo_ev": -6.796,
  "relative_energy_ev": 0.000,
  "total_charge": -1
}